164
Properties=species:S:1:pos:R:3:lowdin_charge:R:1 method="wB97M-V/def2-TZVPD" homo_energy_ev=-7.2943 e_tot_ev=-216968.994 charge=-1 spin_multiplicity=1 lumo_ev=1.0 orbital_gap_ev=8.326
C -2.34239 0.50019 1.09076 -0.77
F -2.73053 -0.21554 0.10043 0.17
F -2.82758 1.74044 1.04005 0.13
F -2.78246 -0.07122 2.13269 0.19
S -0.38584 0.56789 1.07719 0.69
O 0.09493 1.54658 0.08250 -0.33
O -0.14448 0.92308 2.49171 -0.36
N -0.00751 -1.05369 0.78982 -0.31
S 0.33314 -1.13454 -0.71529 0.57
O -0.56434 -0.36040 -1.59441 -0.35
O 1.76551 -1.02788 -1.07443 -0.33
C -0.05312 -2.97982 -1.06883 -0.65
F 0.13552 -3.25151 -2.40178 0.10
F 0.78988 -3.67341 -0.30271 0.12
F -1.30285 -3.26720 -0.77364 0.14
C -4.83835 -7.32738 4.01555 -0.15
O -4.52982 -6.59614 2.82226 -0.13
H -5.31065 -6.66812 4.74384 0.07
H -5.54680 -8.10538 3.73106 0.07
H -3.95661 -7.82973 4.41339 0.07
H -3.77401 -6.01378 2.92817 0.07
C 4.92140 -8.72083 -3.00014 -0.17
O 6.20002 -8.13320 -3.17770 -0.12
H 4.57965 -9.36560 -3.80982 0.07
H 4.90464 -9.36369 -2.12005 0.07
H 4.16851 -7.93312 -2.97263 0.08
H 6.85961 -8.82854 -3.12237 0.07
C 4.28911 0.23427 3.76367 -0.17
O 3.59732 -0.99639 3.83931 -0.12
H 4.24051 0.63090 2.74956 0.08
H 3.80752 0.99552 4.37741 0.07
H 5.31854 0.10819 4.09904 0.08
H 2.95121 -0.85757 3.14298 0.06
C 0.03143 -5.18687 4.20324 -0.18
O -0.81641 -4.43624 3.39103 -0.13
H 0.12692 -4.69911 5.17332 0.07
H -0.46017 -6.14819 4.35253 0.07
H 0.98044 -5.35183 3.69307 0.08
H -0.31765 -3.73980 2.95767 0.07
O -2.19763 -1.16641 10.15272 -0.33
S -1.87682 -2.16885 9.11713 0.75
O -1.03779 -3.38573 9.35466 -0.33
O -3.36724 -2.71036 8.51252 -0.29
C -4.33547 -1.68426 8.23728 -0.29
C -5.06126 -2.07219 6.96410 -0.08
C -1.24435 -1.19857 7.59847 -0.06
H -3.86689 -0.70694 8.12168 0.11
H -5.04947 -1.69745 9.06077 0.12
H -5.88017 -1.37604 6.78286 0.08
H -5.60224 -3.01818 6.98730 0.08
H -4.42387 -2.20992 6.09068 0.08
H -0.31419 -1.68017 7.29688 0.06
H -1.10728 -0.21519 8.04823 0.06
H -1.96627 -1.23762 6.78274 0.06
O 9.66038 -2.07887 -0.45539 -0.32
S 8.60216 -1.80966 0.52387 0.72
O 8.83942 -1.74806 1.99250 -0.32
O 7.96616 -0.34882 0.09502 -0.27
C 8.58458 0.83696 0.49182 -0.30
C 10.00416 0.99522 -0.11565 -0.07
C 7.15301 -2.92819 0.04385 -0.08
H 8.71961 0.95523 1.56693 0.11
H 7.97167 1.71153 0.27372 0.12
H 10.67447 0.29226 0.37895 0.07
H 10.36397 2.00639 0.07454 0.07
H 9.98420 0.77294 -1.18256 0.08
H 6.77787 -2.64453 -0.93947 0.07
H 6.39509 -2.83251 0.82135 0.06
H 7.46134 -3.97363 0.03435 0.06
O -4.41520 7.34297 6.43305 -0.30
S -3.72980 6.50872 7.41592 0.66
O -2.33501 6.79549 7.71056 -0.29
O -4.57401 6.45824 8.83516 -0.28
C -5.98984 6.32080 8.70617 -0.29
C -6.40908 4.97836 9.27168 -0.07
C -3.82192 4.70151 7.01273 -0.10
H -6.31467 6.32557 7.66571 0.11
H -6.36089 7.16174 9.29203 0.13
H -6.23458 5.02534 10.34660 0.08
H -5.84335 4.12485 8.89810 0.07
H -7.47536 4.88119 9.06747 0.08
H -3.48471 4.27651 7.95813 0.06
H -3.06898 4.53903 6.24152 0.07
H -4.81524 4.36251 6.71859 0.07
O -1.94318 9.42718 -1.47343 -0.29
S -2.87495 8.55792 -2.15307 0.65
O -3.86195 9.11570 -3.05522 -0.30
O -2.01130 7.34956 -2.86949 -0.26
C -2.64369 6.43266 -3.70584 -0.31
C -2.26801 5.00183 -3.31307 -0.06
C -3.78485 7.52497 -0.92165 -0.10
H -2.28762 6.55176 -4.72914 0.12
H -3.72678 6.54560 -3.75338 0.11
H -2.54810 4.26614 -4.06700 0.08
H -2.82514 4.66376 -2.43932 0.07
H -1.22761 4.87670 -3.01305 0.09
H -3.02704 6.97897 -0.35978 0.08
H -4.48630 6.97255 -1.54687 0.06
H -4.40506 8.18613 -0.31641 0.07
O 6.85153 7.31853 -1.62792 -0.29
S 5.90696 8.25527 -1.09525 0.65
O 5.94778 8.62469 0.30594 -0.29
O 5.94556 9.60501 -2.04006 -0.28
C 7.19575 10.02537 -2.53374 -0.28
C 6.94377 11.38066 -3.20126 -0.07
C 4.18809 7.68843 -1.52337 -0.09
H 7.59541 9.28710 -3.22896 0.12
H 7.86896 10.02384 -1.67649 0.12
H 7.84487 11.90861 -3.51333 0.07
H 6.40816 12.14408 -2.63697 0.08
H 6.32533 11.30957 -4.09602 0.07
H 3.99855 7.77486 -2.59328 0.07
H 3.43174 8.12877 -0.87365 0.07
H 4.14691 6.61870 -1.31824 0.06
O -5.69763 -5.80566 -7.56331 -0.33
S -4.48047 -5.00311 -7.39277 0.71
O -3.98188 -4.03273 -8.42593 -0.32
O -4.60657 -4.20247 -5.92881 -0.30
C -5.04220 -4.83539 -4.68238 -0.25
C -5.54877 -3.83461 -3.64169 -0.06
C -3.12588 -6.18011 -6.98294 -0.11
H -4.13322 -5.30729 -4.30934 0.11
H -5.79159 -5.61034 -4.84355 0.11
H -5.32229 -4.24238 -2.65654 0.08
H -6.63075 -3.72525 -3.56784 0.07
H -4.97508 -2.90895 -3.68783 0.08
H -2.78662 -6.62355 -7.91908 0.07
H -3.55112 -6.95278 -6.34241 0.06
H -2.39561 -5.55867 -6.46465 0.07
C -2.82322 -10.04664 -1.66183 0.05
N -1.45048 -9.58897 -2.10667 -0.44
O -0.55514 -9.36328 -1.28215 0.05
O -1.26376 -9.50105 -3.30746 0.05
H -2.51641 -10.80146 -0.93780 0.09
H -3.40994 -10.56110 -2.42288 0.10
H -3.22535 -9.15906 -1.17337 0.10
C 6.17231 2.31397 -4.11921 0.04
N 6.52390 1.52473 -5.32873 -0.42
O 5.97002 1.91445 -6.38349 0.04
O 7.33140 0.58359 -5.17685 0.04
H 5.22288 2.80618 -4.32993 0.10
H 7.10128 2.83809 -3.89468 0.10
H 5.97815 1.55741 -3.35893 0.10
C -0.75645 -0.05568 -7.90587 0.03
N 0.34767 0.27238 -7.01415 -0.46
O 0.64441 1.44806 -6.81206 0.05
O 0.83713 -0.68310 -6.44995 0.07
H -0.37049 -0.46517 -8.83938 0.11
H -1.22914 0.91408 -8.06157 0.09
H -1.40455 -0.67308 -7.28386 0.11
C -8.42308 1.53973 0.79807 0.03
N -8.42780 0.92783 2.13864 -0.43
O -8.86690 -0.23432 2.28319 0.04
O -7.93461 1.55630 3.05926 0.06
H -8.68154 0.71861 0.12944 0.09
H -7.40781 1.86955 0.57775 0.10
H -9.19093 2.30505 0.68499 0.10
C 4.49600 -4.78619 -7.09690 0.05
N 3.65403 -4.37031 -8.27473 -0.44
O 3.85989 -3.24219 -8.75231 0.04
O 2.83992 -5.18526 -8.66000 0.05
H 5.46047 -4.40329 -7.43051 0.10
H 4.50400 -5.85700 -6.89339 0.09
H 4.02786 -4.22599 -6.28751 0.10